# 1
{
  "formula": "C20H17N3S",
  "method": "wB97M-V/def2-TZVPD",
  "relative_energy_kcal_mol": 41.4,
  "molar_mass_g_mol": 331.4,
  "homo_energy_ev": -8.01,
  "smiles": "c1ccc2c(c1)C[C@@H]1CCS/C(=N/c3ccc4cnccc4c3)N21",
  "lumo_energy_ev": 0.0801,
  "species": ["H", "H", "H", "C", "C", "H", "H", "H", "C", "C", "H", "H", "C", "C", "S", "H", "C", "H", "H", "C", "C", "C", "C", "H", "C", "C", "C", "C", "C", "H", "C", "C", "H", "C", "C", "N", "H", "H", "H", "N", "N"],
  "xyz": [[-3.167, -0.226, 3.167], [-4.625, 1.286, 1.909], [-2.959, 2.000, 2.076], [2.864, 2.446, 0.813], [4.935, 1.629, -0.178], [5.775, 0.685, -3.088], [3.443, 2.817, 1.646], [-1.307, -0.605, -2.325], [-2.139, -3.714, -1.185], [-3.547, 1.272, 1.590], [3.146, 0.544, -3.320], [-2.570, -4.498, -1.686], [-1.214, -1.946, 1.895], [-1.584, -1.407, -1.684], [-3.304, 1.565, -0.163], [0.946, 0.853, -2.119], [-1.977, -2.623, -2.042], [-0.240, -2.212, 2.247], [-2.129, -2.872, -3.090], [2.819, 1.464, -1.380], [3.625, 0.885, -2.425], [-1.807, -3.649, 0.179], [-1.530, -0.402, 1.760], [-1.925, -4.574, 0.906], [1.461, 2.601, 0.788], [-1.629, 1.109, -0.059], [4.996, 1.058, -2.408], [-1.364, -2.370, 0.517], [3.560, 1.893, -0.213], [-1.943, -2.464, 2.488], [-1.319, -1.263, -0.308], [0.717, 1.905, -0.231], [5.411, 1.865, 0.787], [-3.044, -0.165, 2.070], [1.425, 1.370, -1.312], [-0.720, 2.068, -0.305], [-0.998, 0.165, 2.427], [-3.649, -0.943, 1.651], [1.040, 3.314, 1.491], [5.675, 1.225, -1.283], [-1.149, -0.089, 0.399]],
  "atomic_forces_ev_per_a": [[0.074, 0.114, -0.393], [0.993, 0.569, -0.676], [0.326, 1.031, 0.891], [-2.563, 1.273, 1.646], [1.720, 0.006, -1.950], [-1.317, 0.267, -1.034], [-0.155, 0.281, 0.234], [-0.396, 0.498, -0.765], [0.623, 1.323, 1.233], [-1.075, -2.863, 1.032], [-0.221, -0.230, -0.345], [-0.743, -2.392, -0.505], [-0.217, 1.581, 0.643], [1.621, 1.910, 2.330], [-0.756, -0.297, -0.439], [-0.540, 0.010, -0.264], [-0.512, -2.572, -1.636], [0.816, 0.307, 0.570], [-0.175, 0.320, 0.042], [1.906, -1.475, 0.558], [-0.385, 1.905, -0.340], [-0.247, -0.855, -1.212], [-1.870, -2.370, 0.577], [0.327, 2.332, -1.507], [1.531, -0.596, -0.588], [4.946, 4.426, -1.398], [0.298, -2.403, 0.120], [-0.831, -0.934, 0.284], [-0.067, -1.568, -2.732], [-0.333, 0.005, 0.692], [-0.856, -1.288, -1.777], [-0.378, 0.549, -0.726], [0.358, -0.425, -0.695], [0.776, 1.499, -0.144], [-0.387, 0.316, 0.865], [-1.956, -1.815, 0.602], [1.576, 1.507, 1.590], [-0.417, -0.408, -0.523], [-0.455, -0.577, 0.058], [-1.177, 2.298, 4.872], [0.140, -1.259, 0.815]],
  "nbo_charge": [0.22, 0.24, 0.21, -0.14, 0.08, 0.21, 0.21, 0.22, -0.23, -0.54, 0.21, 0.21, -0.42, -0.24, 0.29, 0.21, -0.20, 0.22, 0.21, -0.01, -0.24, -0.17, -0.01, 0.23, -0.23, 0.28, 0.00, -0.08, -0.15, 0.21, 0.18, 0.14, 0.19, -0.41, -0.19, -0.39, 0.20, 0.21, 0.23, -0.42, -0.51]
}

# 2
{
  "formula": "C20H18BBiN8S2Se",
  "method": "wB97M-V/def2-TZVPD",
  "molar_mass_g_mol": 733.3,
  "charge": 2,
  "homo_energy_ev": -14.09,
  "lumo_energy_ev": -6.4934,
  "species": ["N", "C", "Se", "H", "N", "C", "N", "C", "N", "C", "S", "C", "N", "H", "H", "S", "B", "H", "C", "H", "C", "H", "N", "Bi", "C", "N", "H", "H", "C", "H", "H", "C", "C", "H", "H", "H", "C", "H", "C", "N", "C", "C", "C", "C", "C", "H", "H", "H", "C", "H", "C"],
  "xyz": [[-5.126, -2.332, -3.703], [4.885, 1.890, -1.435], [-4.682, -3.086, -5.234], [4.104, 1.409, 3.101], [-2.977, -2.654, -5.103], [4.910, 1.483, 1.057], [1.079, 1.124, 3.212], [0.487, -0.043, 4.991], [-2.643, 0.143, -0.391], [-0.425, -2.086, 3.833], [1.801, 2.404, -1.082], [-0.373, -1.684, -4.200], [0.187, -0.758, 3.851], [0.328, -2.854, 4.001], [5.880, 1.460, -1.382], [0.420, -0.572, 1.133], [1.523, 2.307, 2.307], [1.380, 1.968, 5.165], [-2.842, -1.986, -3.985], [-3.562, 0.847, 1.311], [-2.763, -0.529, -1.547], [-6.035, -1.359, -1.414], [-0.388, -0.151, -1.893], [-0.455, 1.454, -0.138], [-5.087, -0.930, -1.113], [4.251, 1.753, -0.126], [-0.894, -2.251, 2.868], [4.961, 2.940, -1.709], [0.801, -1.188, -3.683], [-0.395, -2.261, -5.117], [1.752, -1.376, -4.161], [-4.034, -1.806, -3.209], [0.552, -0.028, 2.784], [0.594, 2.564, 1.548], [1.786, 3.254, 2.987], [0.299, -0.431, 5.978], [3.990, 1.554, 2.040], [-5.785, -0.105, 0.742], [2.957, 2.000, 0.151], [2.772, 1.876, 1.470], [0.752, -0.416, -2.534], [-4.950, -0.242, 0.070], [1.029, 1.129, 4.589], [-1.570, -1.449, -3.522], [-3.704, 0.288, 0.392], [1.649, 0.022, -2.120], [-1.175, -2.139, 4.617], [4.302, 1.369, -2.190], [-1.547, -0.698, -2.346], [5.961, 1.257, 1.090], [-3.979, -1.083, -1.949]],
  "atomic_forces_ev_per_a": [[-0.004, 0.148, 0.138], [-0.020, -0.015, -0.006], [-0.195, -0.268, -0.265], [-0.033, 0.025, -0.020], [0.155, 0.092, 0.019], [-0.018, -0.056, -0.087], [-0.099, 0.074, -0.067], [0.036, -0.046, -0.003], [-0.052, 0.006, -0.074], [0.084, -0.033, 0.014], [0.088, 0.051, 0.021], [-0.015, 0.005, -0.075], [-0.112, -0.030, -0.046], [0.031, 0.027, 0.001], [0.002, -0.026, 0.015], [0.059, -0.027, -0.004], [0.248, -0.236, 0.069], [-0.009, 0.004, -0.036], [-0.059, 0.029, 0.088], [-0.001, -0.008, -0.015], [-0.039, 0.016, 0.096], [0.021, 0.012, 0.008], [-0.171, -0.068, -0.117], [0.007, -0.043, 0.049], [-0.062, -0.021, -0.043], [0.046, 0.101, -0.025], [-0.030, 0.023, -0.011], [0.000, 0.021, 0.026], [0.015, -0.043, -0.030], [0.009, -0.015, 0.031], [-0.009, 0.016, 0.006], [0.092, -0.011, -0.023], [0.088, 0.043, 0.143], [0.069, 0.136, 0.058], [-0.116, -0.024, -0.024], [-0.023, -0.014, -0.046], [-0.077, 0.022, 0.021], [0.013, 0.003, -0.010], [0.056, -0.205, 0.096], [-0.078, 0.232, 0.033], [0.002, 0.044, 0.026], [-0.020, 0.011, 0.033], [0.028, -0.006, -0.034], [-0.009, -0.019, 0.059], [0.034, 0.029, -0.008], [-0.037, 0.022, -0.001], [-0.019, 0.025, 0.012], [-0.010, -0.038, 0.026], [0.117, 0.004, 0.013], [-0.020, 0.038, -0.038], [0.035, -0.006, 0.006]],
  "nbo_charge": [-0.59, -0.41, 1.08, 0.25, -0.59, -0.04, -0.48, -0.05, -0.53, -0.41, -0.21, -0.06, -0.31, 0.24, 0.24, -0.16, 0.25, 0.26, 0.09, 0.21, 0.22, 0.26, -0.56, 1.49, -0.08, -0.32, 0.23, 0.24, -0.23, 0.27, 0.26, 0.11, 0.26, -0.10, 0.01, 0.26, -0.05, 0.25, 0.28, -0.49, 0.08, -0.22, -0.03, -0.09, 0.07, 0.23, 0.24, 0.22, 0.26, 0.25, -0.08]
}

# 3
{
  "formula": "C20H18BiF2IN3SSe",
  "method": "wB97M-V/def2-TZVPD",
  "molar_mass_g_mol": 785.3,
  "charge": 1,
  "homo_energy_ev": -10.78,
  "lumo_energy_ev": -2.8075,
  "species": ["H", "H", "C", "H", "H", "C", "H", "Se", "C", "C", "H", "C", "H", "C", "C", "N", "C", "C", "H", "I", "C", "C", "C", "C", "H", "C", "H", "C", "H", "N", "C", "H", "H", "F", "H", "H", "C", "N", "H", "F", "S", "C", "C", "H", "H", "C", "Bi"],
  "xyz": [[-2.861, -2.035, -7.677], [-1.410, 4.869, -0.312], [-1.497, -1.493, -4.121], [4.381, 4.973, -2.554], [5.011, 6.738, -0.912], [1.667, 4.905, -0.477], [-1.585, -3.621, -3.918], [-0.584, 2.415, -2.745], [-2.277, -2.970, -5.841], [4.082, 6.199, -0.801], [0.136, -0.604, 0.316], [-4.220, -0.332, 1.239], [-0.388, 4.655, 1.134], [-3.308, -2.295, 0.539], [-1.777, -2.778, -4.565], [0.516, 4.159, -0.656], [-2.490, -1.883, -6.674], [2.027, 5.865, 0.460], [1.396, 6.118, 1.296], [-4.183, 1.777, 1.172], [3.747, 5.223, -1.719], [2.528, 4.587, -1.541], [-0.411, 0.343, 0.353], [-5.076, -2.344, 2.137], [-5.748, -2.875, 2.793], [3.239, 6.503, 0.272], [-5.829, -0.390, 2.657], [-2.217, -0.602, -6.221], [3.540, 7.269, 0.970], [1.870, 3.647, -2.293], [0.658, 3.422, -1.763], [-4.075, -4.104, 1.402], [-1.079, 3.250, 0.320], [0.497, 1.355, 0.254], [-2.573, -2.768, -0.100], [-2.368, 0.245, -6.873], [-4.146, -3.027, 1.363], [-3.346, -0.969, 0.484], [-1.505, 0.607, -4.605], [-0.964, 0.471, 1.587], [-0.733, -1.351, -2.506], [-0.658, 4.241, 0.166], [-5.125, -0.962, 2.074], [-2.487, -3.972, -6.186], [2.206, 3.204, -3.136], [-1.727, -0.399, -4.941], [-2.028, 0.453, -1.358]],
  "atomic_forces_ev_per_a": [[-0.029, 0.005, -0.038], [0.026, 0.057, 0.037], [0.035, -0.006, 0.537], [0.145, 0.020, -0.073], [0.037, 0.001, 0.009], [0.949, 0.355, -0.351], [-0.021, -0.063, 0.050], [0.144, 0.495, 0.039], [0.044, -0.036, -0.024], [0.014, -0.101, -0.033], [-0.074, 0.015, -0.059], [-0.076, 0.357, 0.087], [0.001, -0.019, -0.055], [-0.067, -0.484, 0.107], [-0.008, -0.020, -0.037], [0.331, -0.351, -0.416], [-0.031, 0.000, -0.077], [-0.047, -0.075, -0.043], [-0.097, 0.046, 0.059], [-0.123, -0.124, 0.069], [-0.120, -0.042, 0.030], [0.070, 0.614, 0.706], [-0.095, -0.055, -0.088], [0.181, -0.018, -0.118], [-0.074, -0.083, 0.030], [-0.005, 0.011, 0.056], [-0.007, 0.020, 0.033], [-0.049, 0.045, -0.040], [0.015, 0.044, 0.067], [-0.233, -0.148, 0.052], [-0.433, -0.480, -0.586], [0.025, -0.018, -0.050], [0.070, -0.003, 0.020], [0.125, 0.046, -0.197], [0.020, -0.105, -0.037], [-0.056, 0.069, -0.039], [-0.035, 0.080, 0.028], [0.109, 0.314, -0.153], [0.068, -0.078, -0.047], [-0.228, -0.085, -0.018], [0.016, -0.105, 0.098], [-0.635, -0.031, 0.212], [0.045, 0.028, 0.003], [-0.019, -0.045, -0.036], [-0.151, 0.000, 0.096], [0.002, 0.075, -0.045], [0.241, -0.124, 0.236]],
  "nbo_charge": [0.23, 0.23, -0.18, 0.23, 0.23, 0.10, 0.23, -0.19, -0.19, -0.19, 0.15, 0.11, 0.23, 0.06, -0.22, -0.34, -0.20, -0.21, 0.23, 0.19, -0.23, 0.17, 0.29, -0.13, 0.24, -0.19, 0.25, -0.21, 0.23, -0.52, 0.32, 0.24, 0.23, -0.37, 0.22, 0.22, -0.24, -0.53, 0.20, -0.36, -0.22, -0.41, -0.26, 0.23, 0.45, -0.18, 1.07]
}